This record from the Open Molecules 2025 dataset describes a 10-piece molecular cluster, C24H72N4O12 overall at a distorted geometry. The level of theory is wB97M-V/def2-TZVPD.

```
112
Properties=species:S:1:pos:R:3:mulliken_charge:R:1
C -3.89848 -2.29192 -4.01505 -0.8313
O -3.69216 -1.92059 -2.61691 -0.2678
C -3.32201 -2.87077 -1.67967 -0.5769
C -3.32442 -2.33364 -0.19874 -0.0342
C -4.40479 -1.25942 0.00972 -1.3775
N -2.07782 -1.62321 -0.03098 0.7588
H -2.94771 -2.39243 -4.53853 0.2878
H -4.42548 -1.43176 -4.42795 0.2396
H -4.59014 -3.08137 -4.30910 0.3483
H -3.96116 -3.75047 -1.75524 0.5503
H -2.29049 -3.10745 -1.94050 0.1773
H -3.44472 -3.20351 0.44697 0.4757
H -4.38053 -0.39000 -0.64726 0.1817
H -4.45166 -0.91904 1.04415 0.2652
H -5.32968 -1.82901 -0.08107 0.4906
H -2.01344 -0.83471 -0.65886 -0.2286
H -1.20453 -2.11357 -0.16144 -0.0690
C -1.60710 -0.18498 3.41251 0.7061
O -1.76610 0.75439 4.46225 -0.4088
C -1.23347 0.39721 5.71265 -0.7237
C -1.93392 -0.72597 6.46642 0.5107
C -1.75914 -2.22710 6.00950 -1.2994
N -3.31483 -0.41520 6.66378 -0.7677
H -0.55797 -0.41386 3.22531 -0.3331
H -1.81044 0.34899 2.48427 -0.6316
H -2.27712 -1.04225 3.47769 0.2938
H -0.17462 0.20725 5.53695 0.2765
H -1.45343 1.33053 6.23095 0.3229
H -1.43225 -0.64208 7.43047 0.4114
H -2.61350 -2.81010 5.66556 0.4392
H -1.28599 -2.85280 6.76629 0.2810
H -1.24530 -2.36038 5.05750 0.1843
H -3.45882 0.41185 7.22534 0.2797
H -3.66526 -0.10534 5.76863 0.3021
C -0.59943 -4.45261 0.80208 -1.0642
O 0.08241 -3.56312 -0.08109 -0.2561
C 1.05469 -4.19163 -0.88841 -1.1498
C 2.04273 -3.15290 -1.45658 0.9544
C 1.34169 -2.13824 -2.38593 -0.5520
N 2.98546 -3.91218 -2.22878 -0.7437
H -1.50096 -4.04493 1.25940 0.2354
H 0.02414 -4.69904 1.66145 0.3374
H -0.84934 -5.35064 0.23710 0.4175
H 1.42798 -4.95769 -0.20877 0.4080
H 0.58977 -4.65505 -1.75858 0.3181
H 2.45068 -2.55791 -0.63947 0.0713
H 1.95790 -1.24467 -2.48551 -0.2084
H 0.42250 -1.70777 -1.98856 -0.1834
H 0.95315 -2.66174 -3.25947 0.4604
H 2.53634 -4.51034 -2.90745 0.3041
H 3.40730 -4.56190 -1.58069 0.2993
C -4.40570 2.70372 -5.92204 -0.7690
O -3.55963 2.65446 -4.74805 -0.3044
C -2.28440 2.03631 -4.93747 -1.1765
C -1.52492 1.80389 -3.60268 0.6119
C -0.20915 1.19003 -3.74400 -1.3955
N -2.28567 0.98913 -2.68353 0.0056
H -4.02308 3.46455 -6.60238 0.2836
H -5.46011 2.79148 -5.66012 0.2663
H -4.35624 1.71388 -6.37576 0.3254
H -2.32314 1.05099 -5.40196 0.3646
H -1.60789 2.57022 -5.60483 0.4602
H -1.45922 2.80528 -3.17723 0.3474
H -0.24930 0.30283 -4.37595 0.4265
H 0.26728 0.90130 -2.80712 0.2298
H 0.45058 1.76580 -4.39311 0.3781
H -2.18944 0.01391 -2.92803 -0.3067
H -3.21656 1.34617 -2.84498 0.2248
O 4.37506 4.03844 -2.44789 -0.6514
C 3.67694 3.66676 -1.25784 0.3946
C 3.60855 4.83459 -0.25855 -0.7362
O 2.87304 4.52038 0.88237 -0.4932
H 4.48949 3.31267 -3.06577 0.3614
H 2.67924 3.43642 -1.63152 0.0473
H 4.08256 2.74668 -0.83710 0.1239
H 3.28566 5.69280 -0.84788 0.3789
H 4.63061 5.11982 -0.00925 0.3246
H 3.40310 3.97960 1.47244 0.2624
O 3.40279 3.76502 4.58480 -0.5519
C 3.09152 2.57957 3.93958 -0.4297
C 4.38227 2.02785 3.29379 -0.1811
O 4.78864 2.88653 2.23052 -0.5674
H 3.66756 4.32084 3.84822 0.3844
H 2.65822 1.85098 4.62479 0.3332
H 2.34036 2.72741 3.16370 0.2606
H 4.19748 1.04425 2.86195 0.1563
H 5.25950 2.04505 3.94053 0.3927
H 5.56445 2.47826 1.83932 0.2513
C 3.96167 1.17014 -3.77498 -0.5938
O 5.16087 1.84631 -3.95352 -0.6060
H 3.68163 1.06558 -2.72676 0.1909
H 3.11363 1.73890 -4.15634 0.3412
H 4.06057 0.17122 -4.19981 0.4347
H 6.01742 1.51406 -3.67510 0.2903
C 2.34697 -2.32323 2.91434 -0.0974
O 2.74309 -2.69229 4.22032 -0.5729
H 1.44740 -1.71089 2.85178 -0.1235
H 3.15660 -1.68370 2.56278 0.2301
H 2.29195 -3.26805 2.37362 0.2123
H 3.31297 -3.46398 4.25694 0.3192
C 1.71820 1.04642 0.31596 -0.2572
O 0.73438 0.11275 -0.02683 0.3189
H 1.37842 2.01129 0.69235 0.3953
H 2.16055 0.62963 1.22079 0.0818
H 2.45403 0.97299 -0.48483 -0.3197
H -0.14556 0.25695 0.32886 -0.2062
C -2.56457 2.33905 0.77072 -0.3279
O -1.60928 2.43819 -0.26713 -0.3792
H -2.79858 1.31888 1.07500 -0.0699
H -2.22972 2.84469 1.67643 0.2905
H -3.52570 2.65527 0.36533 0.3252
H -1.86630 1.87757 -1.00282 0.2092
```

Its SMILES is COC[C@H](C)N.COC[C@H](C)N.COC[C@H](C)N.COC[C@H](C)N.OCCO.OCCO.CO.CO.CO.CO. The highest occupied orbital energy is -8.7 eV. The value obtained for the energy above the lowest of the compared OMol25 structures with the same formula, charge and spin is 745.15 kJ/mol. The total energy is -56578.2216 eV. The gap between HOMO and LUMO comes out at 9.08 eV.